Entry 1:
DFT (ωB97M-V/def2-TZVPD) results for a molecular structure, C19H32ClErINP2S.

Geometry as XYZ:
```
58
Properties=species:S:1:pos:R:3
C -0.383 -0.077 -1.780
I -1.018 -1.588 -0.515
H -0.278 -0.888 -2.528
H 0.591 0.415 -1.698
H -1.164 0.608 -1.842
Er 3.083 -4.072 -1.950
P 2.889 -2.265 -0.044
C 3.296 -0.897 1.119
C 3.200 -3.773 0.961
H 4.200 -3.777 1.393
H 5.356 -2.573 -0.425
H 2.928 -4.794 0.581
H 4.672 -2.812 -2.075
H 2.599 -0.873 1.965
H 2.533 -3.611 1.808
C 4.507 -2.263 -1.041
H 4.308 -1.002 1.512
H 4.661 -1.235 -1.389
H 3.254 0.096 0.655
P -2.508 -1.648 -2.587
C -3.451 -0.159 -2.244
C -2.095 -1.590 -4.314
H -2.578 -4.016 -2.474
H -4.187 -3.193 -2.795
H -3.561 -3.302 -1.098
C -3.270 -3.216 -2.173
H -1.375 -2.393 -4.604
H -3.115 -1.787 -4.717
H -4.461 -0.407 -2.589
H -3.053 0.635 -2.868
H -1.777 -0.581 -4.619
H -3.503 0.183 -1.195
Cl 0.975 -4.905 -2.870
N 0.343 -0.144 1.098
S -0.355 0.797 2.082
C 1.000 2.082 2.315
C 1.744 2.691 1.305
C 2.736 3.620 1.668
C 3.007 3.899 3.000
C 2.285 3.241 4.003
C 1.293 2.313 3.656
C -1.793 1.687 1.580
C -2.977 1.320 2.221
C -4.189 1.934 1.902
C -4.242 2.973 0.968
C -3.068 3.298 0.304
C -1.841 2.703 0.621
H 0.227 0.258 0.110
H 1.572 2.409 0.254
H 3.287 4.132 0.884
H 3.712 4.672 3.269
H 2.483 3.435 5.042
H 0.755 1.738 4.419
H -2.917 0.523 2.966
H -5.118 1.622 2.369
H -5.178 3.525 0.781
H -3.119 4.041 -0.503
H -0.925 2.991 0.124
```

Its calculated total energy is -3650.972226 a.u. Its total charge is +2. The multiplicity is 4. The HOMO energy (alpha / beta) is -0.40558 / -0.47289 hartree. As for the energy above the lowest of the compared OMol25 structures with the same formula, charge and spin: 0.000 eV. Its expectation value of S² is 3.7933.

***

Entry 2:
DFT (ωB97M-V/def2-TZVPD) results for a molecular structure, C19H32ClN3Os.

Geometry as XYZ:
```
56
Properties=species:S:1:pos:R:3
C 0.264 0.823 -6.534
C 1.641 1.385 -6.911
C 0.039 -0.516 -7.249
C -0.827 1.818 -6.952
Cl 0.192 0.566 -4.763
H 0.083 -0.376 -8.337
H -0.944 -0.930 -7.001
H 0.812 -1.241 -6.971
H 1.699 1.542 -7.997
H 2.439 0.690 -6.628
H 1.817 2.349 -6.421
H -0.792 1.980 -8.038
H -0.681 2.787 -6.462
H -1.823 1.437 -6.699
C 1.962 -1.361 1.081
C 1.170 -2.262 0.295
C 0.992 -1.655 -0.989
H 0.823 -3.235 0.616
C 1.850 -0.517 -1.055
C 2.367 -0.277 0.239
H 3.035 0.522 0.544
H 2.276 -1.550 2.096
H 0.400 -2.066 -1.804
H 2.082 0.034 -1.961
C -2.350 0.994 0.671
C -2.345 -0.196 1.439
C -1.913 -1.284 0.596
H -2.738 -0.311 2.448
C -1.594 -0.704 -0.698
C -1.956 0.690 -0.647
H -1.988 1.348 -1.521
H -2.660 1.970 1.043
H -2.065 -2.346 0.785
H -1.442 -1.276 -1.603
Os 0.112 -0.549 0.565
C -0.387 2.476 3.738
N -0.099 1.276 4.511
C -0.247 1.409 5.958
C 0.090 0.108 3.838
N 0.381 0.227 2.507
N 0.009 -1.124 4.404
C 0.340 -1.468 5.798
C 0.034 -2.340 3.578
H -0.608 3.283 4.437
H -1.258 2.331 3.081
H 0.461 2.771 3.106
H -1.061 0.788 6.333
H 0.688 1.191 6.483
H -0.497 2.447 6.174
H 0.863 1.109 2.335
H -0.376 -2.247 6.103
H 1.354 -1.908 5.810
H 0.303 -0.628 6.493
H -0.680 -2.282 2.749
H 1.042 -2.524 3.171
H -0.291 -3.178 4.216
```

Its calculated total energy is -1457.520018 a.u. Its total charge is +2. The multiplicity is 5. The HOMO energy (alpha / beta) is -0.49711 / -0.54216 hartree. Its expectation value of S² is 6.0293.

***

Entry 3:
DFT (ωB97M-V/def2-TZVPD) results for 5 unconnected molecules or ions with the total composition C19H32FO13P.

Geometry as XYZ:
```
66
Properties=species:S:1:pos:R:3
C 1.542 0.085 -3.937
C 2.278 -0.271 -2.658
C 1.428 -0.917 -1.584
O 2.088 -0.507 -0.376
C 2.715 0.673 -0.636
O 3.163 1.389 0.199
O 2.737 0.912 -1.959
H 0.589 -0.441 -3.997
H 1.339 1.151 -3.980
H 2.122 -0.183 -4.817
H 3.162 -0.878 -2.860
H 1.403 -2.002 -1.639
H 0.409 -0.521 -1.581
C -0.461 3.914 6.490
C -1.864 3.352 6.334
C -2.056 2.403 5.169
O -3.436 2.595 4.837
C -3.782 3.850 5.217
O -4.787 4.397 4.907
O -2.815 4.385 5.998
H 0.260 3.331 5.916
H -0.431 4.944 6.141
H -0.141 3.902 7.530
H -2.209 2.891 7.261
H -1.871 1.361 5.415
H -1.445 2.689 4.309
C 2.533 -3.861 3.182
C 1.722 -5.015 2.621
C 1.874 -6.341 3.338
O 1.634 -7.290 2.292
C 1.970 -6.704 1.116
O 2.080 -7.276 0.082
O 2.164 -5.378 1.293
H 2.886 -4.078 4.191
H 3.393 -3.653 2.549
H 1.928 -2.959 3.230
H 0.667 -4.745 2.539
H 1.160 -6.490 4.143
H 2.890 -6.484 3.713
C -1.802 1.834 -9.590
C -0.931 2.179 -8.395
C 0.194 1.207 -8.103
O 0.357 1.334 -6.683
C -0.843 1.719 -6.171
O -1.119 1.709 -5.017
O -1.675 2.105 -7.160
H -1.317 1.095 -10.229
H -2.754 1.428 -9.253
H -2.008 2.711 -10.199
H -0.543 3.197 -8.470
H 1.126 1.455 -8.604
H -0.086 0.176 -8.332
C -1.986 1.632 1.283
C -1.908 0.408 2.195
C -1.198 -0.793 1.566
O 0.048 -1.173 2.177
P 1.256 -0.142 2.483
F 0.740 0.402 3.921
H -2.487 2.459 1.785
H -2.537 1.380 0.376
H -0.997 1.982 0.982
H -1.462 0.650 3.158
H -2.936 0.106 2.410
H -1.037 -0.623 0.497
H -1.829 -1.678 1.648
H 0.897 1.013 1.733
```

Its calculated total energy is -2162.603172 a.u. The multiplicity is 1. The structure (SMILES) is C[C@@H]1COC(=O)O1.C[C@@H]1COC(=O)O1.C[C@@H]1COC(=O)O1.C[C@@H]1COC(=O)O1.CCCOPF. The HOMO energy is -0.34431 hartree. As for the energy above the lowest of the compared OMol25 structures with the same formula, charge and spin: 0.132 eV.

***

Entry 4:
DFT (ωB97M-V/def2-TZVPD) results for C19H32N2O4S in the gas phase.

Geometry as XYZ:
```
58
Properties=species:S:1:pos:R:3
C 4.475 -5.431 0.546
C 3.370 -4.389 0.476
O 3.303 -3.750 1.742
C 2.385 -2.779 1.934
C 2.366 -2.182 3.199
C 1.465 -1.184 3.499
C 0.544 -0.747 2.546
O -0.320 0.286 2.825
C -1.615 -0.095 3.301
C -1.577 -0.799 4.651
C 0.577 -1.336 1.291
S -0.538 -0.792 0.001
O -1.896 -1.038 0.417
O -0.128 -1.375 -1.242
N -0.179 0.831 -0.058
C -0.560 1.506 -1.290
C 0.157 2.848 -1.397
C -0.209 3.580 -2.707
C 0.263 5.037 -2.605
C 0.507 2.942 -3.904
N -1.649 3.624 -2.938
C -2.461 2.434 -2.699
C -3.914 2.912 -2.585
C -2.378 1.474 -3.893
C -2.069 1.713 -1.392
C 1.479 -2.334 0.975
H 4.561 -5.941 -0.409
H 4.251 -6.159 1.321
H 5.421 -4.954 0.783
H 2.408 -4.865 0.246
H 3.591 -3.649 -0.304
H 3.078 -2.521 3.934
H 1.470 -0.721 4.473
H -2.150 0.854 3.385
H -2.110 -0.721 2.552
H -1.055 -1.751 4.572
H -2.594 -0.987 4.983
H -1.074 -0.180 5.390
H -0.515 1.289 0.779
H -0.219 0.827 -2.075
H 1.235 2.696 -1.343
H -0.140 3.465 -0.544
H -0.219 5.545 -1.771
H 1.338 5.079 -2.453
H 0.017 5.567 -3.521
H 0.089 3.339 -4.825
H 0.404 1.864 -3.913
H 1.567 3.180 -3.869
H -2.034 4.384 -2.387
H -4.576 2.068 -2.407
H -4.030 3.615 -1.762
H -4.213 3.406 -3.506
H -2.410 2.044 -4.817
H -1.472 0.879 -3.877
H -3.223 0.790 -3.872
H -2.571 0.747 -1.330
H -2.391 2.316 -0.536
H 1.441 -2.724 -0.028
```

Its calculated total energy is -1551.833956 a.u. The multiplicity is 1. The structure (SMILES) is CCOc1ccc(OCC)c(S(=O)(=O)NC2CC(C)(C)NC(C)(C)C2)c1. The HOMO energy is -0.31832 hartree. As for the energy above the lowest of the compared OMol25 structures with the same formula, charge and spin: 0.851 eV.